Record 1
This record from the OMol25 dataset describes an isolated molecule of C5H6N2O at a distorted geometry. The level of theory is wB97M-V/def2-TZVPD.

Last column: natural (NBO) charge in e.
Element x y z (Å)
C 1.381 0.221 0.036  0.68
C 0.587 -0.636 0.993  -0.57
C -0.314 -1.422 0.123  -0.07
C -1.421 -1.070 -0.559  -0.33
C -2.037 0.209 -0.217  0.26
H 0.153 2.015 0.256  0.42
H 1.353 1.902 -1.016  0.40
H 1.267 -1.368 1.541  0.26
H 0.142 -0.066 1.850  0.25
H 0.186 -2.305 -0.283  0.22
H -2.071 -1.702 -1.242  0.26
N 1.050 1.560 -0.041  -0.84
N -2.352 1.230 0.206  -0.34
O 2.364 -0.227 -0.565  -0.60

relative energy (zero: lowest compared OMol25 entry of this formula, charge and spin): 15.2 kcal/mol
charge: 0
Kohn-Sham gap: 10.10 eV
HOMO: -10.01 eV
SMILES: N#C/C=C\CC(N)=O



Record 2
This record from the OMol25 dataset describes an isolated molecule of C19H19N5 at a distorted geometry. The level of theory is wB97M-V/def2-TZVPD.

Last column: natural (NBO) charge in e.
Element x y z (Å)
N -2.744 -0.637 -1.987  -0.55
N -2.343 -1.637 0.061  -0.55
C -2.961 -1.516 -1.011  0.54
C -1.921 0.377 -1.712  0.29
C -1.425 -0.759 0.379  0.43
C -1.136 0.178 -0.567  -0.39
C 3.525 -2.502 4.868  -0.22
C 3.083 -1.331 5.453  -0.21
C -1.859 1.165 -4.136  -0.15
C -0.797 2.585 -2.389  -0.15
C -1.621 2.205 -5.063  -0.27
C -0.492 3.567 -3.343  -0.29
C 3.110 -2.838 3.538  -0.19
C 2.283 -0.439 4.748  -0.19
C -1.467 1.405 -2.782  -0.13
C -0.937 3.389 -4.622  0.19
C 2.209 -2.019 2.862  -0.03
C 1.829 -0.865 3.542  -0.04
N -3.805 -2.480 -1.091  -0.76
N -0.401 4.248 -5.570  -0.83
N -0.663 -1.003 1.489  -0.61
C 1.609 -2.014 1.493  -0.43
C 1.100 0.105 2.774  -0.43
C 0.832 -0.684 1.507  -0.03
H -0.248 0.832 -0.301  0.20
H 4.174 -3.177 5.466  0.22
H 3.488 -0.893 6.357  0.21
H -2.430 0.241 -4.372  0.25
H -0.425 2.973 -1.371  0.22
H -1.970 2.000 -6.070  0.22
H 0.161 4.307 -2.992  0.21
H 3.496 -3.757 3.045  0.21
H 1.948 0.429 5.297  0.21
H -4.353 -2.626 -0.219  0.40
H -4.339 -2.387 -1.942  0.37
H 0.515 4.673 -5.313  0.39
H -0.613 4.204 -6.578  0.39
H -0.954 -1.852 2.037  0.40
H 2.446 -1.902 0.719  0.22
H 1.118 -2.969 1.344  0.24
H 1.686 1.023 2.617  0.22
H 0.151 0.470 3.221  0.24
H 1.142 -0.087 0.615  0.22

relative energy (zero: lowest compared OMol25 entry of this formula, charge and spin): 69.7 kcal/mol
charge: 0
Kohn-Sham gap: 8.36 eV
HOMO: -7.60 eV
SMILES: Nc1ccc(-c2cc(NC3Cc4ccccc4C3)nc(N)n2)cc1



Record 3
This record from the OMol25 dataset describes a cluster of 2 separate species, H4OS2 in total at a distorted geometry. The level of theory is wB97M-V/def2-TZVPD.

Last column: natural (NBO) charge in e.
Element x y z (Å)
O 1.856 -0.230 -3.139  -0.95
H 1.053 -0.782 -3.276  0.47
H 1.802 0.463 -3.835  0.48
S 0.000 0.000 0.000  -0.13
S -0.775 -1.862 0.407  -0.14
H 1.095 -0.481 -0.626  0.15
H -1.463 -2.098 -0.731  0.12

relative energy (zero: lowest compared OMol25 entry of this formula, charge and spin): 2.5 kcal/mol
charge: 0
Kohn-Sham gap: 10.02 eV
HOMO: -9.57 eV
SMILES: SS.O



Record 4
This record from the OMol25 dataset describes a cluster of 4 separate species, C21H34N2O7S4 in total at a distorted geometry. The level of theory is wB97M-V/def2-TZVPD.

Last column: natural (NBO) charge in e.
Element x y z (Å)
C -0.382 2.390 -4.250  -0.29
O 0.223 3.265 -5.267  -0.56
C 1.081 4.310 -4.638  -0.12
C 2.316 3.492 -3.907  -0.01
C 2.462 3.631 -2.280  -0.24
C 3.652 2.791 -1.526  0.10
N 3.943 2.780 -0.035  -0.57
S 5.280 1.653 0.060  0.80
N 5.648 1.111 -1.568  -0.56
C 4.626 1.845 -2.454  0.10
C 4.493 1.737 -4.117  -0.22
C 3.285 2.593 -4.894  0.01
C 3.152 2.484 -6.528  -0.68
H 0.341 1.521 -3.872  0.19
H -1.287 1.819 -4.776  0.21
H -0.723 2.957 -3.265  0.20
H 0.459 4.971 -3.886  0.20
H 1.556 5.046 -5.417  0.22
H 1.678 4.341 -1.726  0.26
H 5.193 1.082 -4.789  0.25
H 3.904 1.655 -6.943  0.23
H 3.505 3.509 -7.029  0.24
H 2.084 2.156 -6.910  0.26
C 1.464 -0.476 1.419  -0.41
C 0.809 -1.645 0.685  -0.41
C -0.657 -1.280 0.456  -0.68
S -0.719 0.503 0.368  2.17
O -1.474 0.994 1.502  -0.96
O -1.015 0.904 -0.993  -0.94
C 1.013 0.777 0.683  -0.68
H 2.554 -0.564 1.432  0.23
H 1.113 -0.448 2.457  0.21
H 1.307 -1.795 -0.280  0.21
H 0.899 -2.579 1.250  0.25
H -1.036 -1.703 -0.477  0.26
H -1.284 -1.600 1.292  0.24
H 1.148 1.690 1.266  0.26
H 1.518 0.869 -0.283  0.25
C -4.045 3.168 2.288  -0.40
C -5.175 3.907 3.003  -0.40
C -6.463 3.124 2.755  -0.68
S -5.976 1.422 2.516  2.17
O -6.280 1.043 1.152  -0.94
O -6.410 0.637 3.654  -0.95
C -4.220 1.700 2.646  -0.68
H -3.061 3.541 2.589  0.23
H -4.141 3.304 1.204  0.22
H -4.965 3.941 4.079  0.21
H -5.267 4.940 2.653  0.22
H -7.144 3.191 3.607  0.25
H -6.969 3.463 1.847  0.25
H -3.685 1.027 1.975  0.28
H -3.928 1.510 3.683  0.24
C -0.188 -6.482 3.049  -0.41
C 0.674 -7.690 2.687  -0.40
C 1.805 -7.194 1.788  -0.68
S 2.088 -5.488 2.236  2.17
O 1.732 -4.651 1.109  -0.95
O 3.365 -5.377 2.911  -0.93
C 0.787 -5.384 3.449  -0.68
H -0.889 -6.711 3.857  0.23
H -0.769 -6.168 2.174  0.22
H 1.095 -8.125 3.602  0.21
H 0.090 -8.471 2.192  0.23
H 2.723 -7.767 1.942  0.26
H 1.520 -7.225 0.733  0.25
H 0.341 -4.388 3.435  0.25
H 1.227 -5.587 4.430  0.24

charge: 0
Kohn-Sham gap: 6.99 eV
HOMO: -8.47 eV
SMILES: COCc1cc2nsnc2cc1C.O=S1(=O)CCCC1.O=S1(=O)CCCC1.O=S1(=O)CCCC1



Record 5
This record from the OMol25 dataset describes a structure of composition C18H15Cl2F5N7ORuS at a distorted geometry. The level of theory is wB97M-V/def2-TZVPD.

Last column: Mulliken spin population.
Element x y z (Å)
Ru -1.141 -0.512 0.089  3.00
F -7.968 1.666 -0.749  0.01
C -6.861 1.133 -0.295  0.11
C -5.633 1.692 -0.646  -0.02
F -5.593 2.752 -1.435  0.00
C -4.472 1.133 -0.165  0.05
F -3.314 1.690 -0.513  0.02
C -4.490 0.010 0.680  -0.02
S -3.079 -0.677 1.387  0.57
C -5.747 -0.526 1.018  0.07
F -5.809 -1.585 1.806  0.01
C -6.918 0.013 0.529  -0.02
F -8.085 -0.516 0.839  0.00
N 3.262 -0.025 -2.415  0.02
C 2.895 -0.207 -1.159  0.02
N 1.598 -0.337 -0.999  -0.02
C 1.034 -0.007 -3.325  -0.05
N 2.434 -0.028 -3.572  0.01
C -0.661 0.681 -1.745  0.32
C -1.286 1.063 -2.993  -0.01
N -2.331 -0.076 -3.073  0.23
C -2.441 -1.341 -2.946  0.01
C -1.480 -2.349 -2.371  0.25
N -0.413 -1.653 -2.101  0.06
H 4.229 0.108 -2.688  0.00
H 3.627 -0.064 -0.374  0.00
H -1.788 2.011 -3.105  0.00
H -3.417 -1.725 -3.251  0.01
H -1.549 -3.419 -2.505  0.01
N 0.112 0.016 1.846  0.05
C -0.040 0.313 2.966  0.04
N -0.206 0.640 4.201  0.03
C 0.721 1.532 4.928  0.00
C 1.440 0.698 5.980  0.00
O 0.502 0.064 6.824  0.00
C -0.343 -0.830 6.131  0.00
C -1.152 -0.087 5.075  0.01
H 0.122 2.300 5.419  0.00
H 1.413 2.002 4.233  0.00
H 2.051 1.340 6.610  0.00
H 2.082 -0.046 5.491  0.00
H -1.012 -1.268 6.869  0.00
H 0.244 -1.628 5.658  0.00
H -1.791 0.654 5.555  0.00
H -1.762 -0.765 4.480  0.00
Cl 2.703 -1.667 -4.300  -0.02
C -0.009 0.766 -4.115  0.04
Cl 0.408 -0.430 -1.912  0.23
H -0.453 0.210 -4.936  0.00
H 0.414 1.706 -4.464  -0.01

relative energy (zero: lowest compared OMol25 entry of this formula, charge and spin): 133.7 kcal/mol
2S+1: 6
charge: +2
Kohn-Sham gap (spin up / spin down): 6.22 / 5.30 eV
HOMO (spin up / spin down): -14.21 / -14.27 eV



Record 6
This record from the OMol25 dataset describes a cluster of 2 separate species, C2H9N3 in total at a distorted geometry. The level of theory is wB97M-V/def2-TZVPD.

Last column: natural (NBO) charge in e.
Element x y z (Å)
C -3.031 0.309 -0.694  -0.05
N -3.888 0.508 0.212  -0.58
H -2.062 0.797 -0.737  0.16
H -3.227 -0.455 -1.455  0.14
H -4.690 -0.083 0.039  0.33
N 2.327 0.964 0.049  -0.86
C 2.043 -0.458 -0.217  -0.06
N 1.219 -1.147 0.768  -0.82
H 3.139 1.108 0.646  0.35
H 1.598 1.434 0.578  0.35
H 3.010 -0.940 -0.379  0.18
H 1.567 -0.456 -1.199  0.17
H 0.351 -0.599 0.731  0.34
H 1.644 -0.983 1.658  0.35

relative energy (zero: lowest compared OMol25 entry of this formula, charge and spin): 34.9 kcal/mol
charge: 0
Kohn-Sham gap: 10.04 eV
HOMO: -9.18 eV
SMILES: C=N.NCN



Q: Which formula does entry 6 have?
A: C2H9N3